(1)
56
Properties=species:S:1:pos:R:3 method="wB97M-V/def2-TZVPD" de_lowest_kj_mol=0.0 charge=+1 orbital_gap_ev=7.71
Pb 0.6584 0.6464 2.0283
O 2.7401 6.7587 2.6689
C 2.1765 5.6111 2.3208
C 2.5315 4.9206 1.1529
C 1.9685 3.6830 0.9171
N 1.1138 3.0926 1.7607
C 0.7059 3.7851 2.8248
C 1.1872 5.0433 3.1318
C -0.3284 3.1299 3.7615
O -0.8738 3.8286 4.5796
O -0.5211 1.8795 3.5722
C 2.3435 2.9012 -0.2906
O 3.4367 2.8583 -0.7829
O 1.3068 2.1828 -0.7361
H 3.4290 7.0347 2.0443
H 3.2352 5.3260 0.4401
H 0.8159 5.5441 4.0128
N -0.9830 -0.5512 -2.1925
C -0.1934 -0.0041 -3.1757
C -0.6207 0.0064 -4.5105
C 0.1317 0.6282 -5.4858
C 1.3427 1.2473 -5.1790
C 1.7898 1.2331 -3.8757
C 1.0164 0.6258 -2.8914
S 1.6459 0.5647 -1.2533
N 0.5730 -0.1732 -0.4041
C -0.6267 -0.7625 -0.8221
C -1.8139 -0.3995 0.0879
C -3.0827 -0.8564 -0.2404
C -4.1376 -0.6144 0.6265
C -3.9001 0.0976 1.7897
C -2.6070 0.5187 2.0483
N -1.5942 0.2609 1.2227
H -1.7237 -1.1547 -2.5228
H -1.5537 -0.4720 -4.7671
H -0.2226 0.6296 -6.5052
H 1.9121 1.7389 -5.9500
H 2.7202 1.6964 -3.5868
H -3.2577 -1.3917 -1.1593
H -5.1230 -0.9865 0.3928
H -4.6929 0.3184 2.4872
H -2.3465 1.0589 2.9501
I 0.3671 -8.9940 1.2027
C 0.2711 -6.9145 0.8636
C -0.5995 -6.4082 -0.0926
C -0.7245 -5.0409 -0.2534
C 0.0182 -4.1785 0.5517
C 0.9122 -4.7010 1.4890
C 1.0500 -6.0644 1.6364
C -0.1163 -2.7124 0.5165
O -0.4869 -2.2308 -0.6782
O 0.1004 -2.0291 1.4980
H -1.1807 -7.0847 -0.7003
H -1.4259 -4.6468 -0.9728
H 1.4863 -4.0149 2.0936
H 1.7486 -6.4620 2.3553

(2)
56
Properties=species:S:1:pos:R:3 method="wB97M-V/def2-TZVPD" charge=+1 orbital_gap_ev=7.72
Y 1.0167 0.1954 -0.1322
C 3.3809 -3.9855 -5.5987
C 2.9936 -3.3718 -4.2779
C 3.2365 -4.0231 -3.0734
C 2.8181 -3.4882 -1.8691
C 2.1570 -2.2641 -1.7865
N 1.6690 -1.7370 -0.5797
C 2.0658 -2.2222 0.6881
C 3.3997 -2.4499 1.0428
C 3.7408 -2.9061 2.2999
C 2.7807 -3.1164 3.2929
C 3.1708 -3.6182 4.6592
C 1.4644 -2.8228 2.9787
C 1.1144 -2.3957 1.7038
N -0.2800 -2.1330 1.4442
C -1.3388 -2.9432 1.5778
C -2.4681 -2.2270 1.2339
C -1.9918 -0.9634 0.8927
N -0.6652 -0.9030 1.0277
C 1.9468 -1.5957 -2.9978
C 2.3331 -2.1572 -4.2092
N 1.3149 -0.2767 -3.0998
C 1.5209 0.6164 -4.0798
C 0.6148 1.6475 -3.9436
C -0.1178 1.3108 -2.8140
N 0.3004 0.1500 -2.2897
H 4.3356 -4.5069 -5.5287
H 2.6378 -4.7132 -5.9298
H 3.4713 -3.2299 -6.3787
H 3.7433 -4.9818 -3.0743
H 2.9926 -4.0447 -0.9572
H 4.1699 -2.2898 0.2977
H 4.7846 -3.0902 2.5268
H 4.2381 -3.8272 4.7126
H 2.9389 -2.8877 5.4351
H 2.6418 -4.5403 4.9024
H 0.6866 -2.9160 3.7288
H -1.2049 -3.9649 1.8976
H -3.4857 -2.5761 1.2302
H -2.5433 -0.0961 0.5622
H 2.0956 -1.6411 -5.1315
H 2.3063 0.4605 -4.8003
H 0.5126 2.5164 -4.5714
H -0.9226 1.8523 -2.3394
F 1.6754 6.8412 -2.0081
C 2.0510 5.6228 -1.6477
C 3.3493 5.2023 -1.8609
F 4.2161 6.0316 -2.4228
C 3.7431 3.9265 -1.4925
F 5.0083 3.6004 -1.7391
C 2.8721 3.0368 -0.8851
Se 3.4390 1.2694 -0.4042
C 1.5978 3.5129 -0.6850
F 0.6538 2.6974 -0.0816
C 1.1515 4.7622 -1.0514
F -0.1081 5.1340 -0.8393

(3)
51
Properties=species:S:1:pos:R:3 method="wB97M-V/def2-TZVPD" s2=6.045 de_lowest_kj_mol=75.7 spin_multiplicity=5 orbital_gap_ev="5.83 / 6.88"
Ru -1.5232 -2.2738 1.2158
C -1.5510 -3.7906 -2.1885
C -0.1416 -3.7781 -1.5811
C 0.9969 -3.9857 -2.4087
C 2.2302 -3.7059 -1.9707
C 2.4499 -3.2157 -0.6762
C 3.7065 -2.8088 -0.0996
Br 5.2942 -3.0622 -1.1236
C 3.7840 -2.3631 1.2095
C 2.6159 -2.3617 1.9571
Br 2.5941 -2.0702 3.8478
C 1.3760 -2.4886 1.4231
O 0.2474 -2.4921 2.0978
C 1.3269 -3.0391 0.0969
N 0.0259 -3.2401 -0.3378
H -2.2380 -4.2464 -1.5060
H -1.5149 -4.2788 -3.2127
H -1.8549 -2.7663 -2.4836
H 0.8671 -4.4113 -3.3692
H 3.1228 -3.8113 -2.5670
H 4.7406 -2.3064 1.7148
C -4.3810 -1.6237 0.3546
O -3.2608 -2.4977 0.3844
H -5.2007 -2.2474 0.0272
H -4.2777 -0.8655 -0.4270
H -4.6711 -1.2091 1.2897
C -1.4737 -0.3288 0.9306
C -1.0864 0.8187 0.8026
C -0.7268 2.0921 0.4208
C 0.7251 2.0882 0.0338
C 1.6666 3.0716 0.5210
C 2.9868 2.9805 0.1622
C 3.3865 1.9252 -0.6963
C 2.4676 1.0733 -1.2025
C 1.1216 1.0971 -0.8491
C -1.6169 3.2164 0.6328
C -2.5684 3.2267 1.6434
C -3.2365 4.4303 1.9101
C -3.0789 5.5319 1.1628
C -2.1076 5.5185 0.1310
C -1.3209 4.4252 -0.1032
H 1.2872 3.8506 1.1582
H 3.7477 3.6246 0.5594
H 4.4904 1.7845 -0.8464
H 2.9760 0.3043 -1.7596
H 0.5080 0.2114 -1.0595
H -2.6562 2.4045 2.3499
H -4.0989 4.3550 2.4771
H -3.5657 6.4632 1.3601
H -2.0574 6.3754 -0.4971
H -0.5328 4.3993 -0.9091

(4)
67
Properties=species:S:1:pos:R:3 method="wB97M-V/def2-TZVPD" de_lowest_kj_mol=70.1 charge=+1 orbital_gap_ev=6.01
Pd 0.4320 0.8779 -0.3284
Br 4.0672 -0.3432 -0.6544
C 3.2425 -0.0759 1.0032
C 4.0141 -0.3442 2.1318
C 3.4692 -0.1523 3.3823
C 2.1644 0.3097 3.4741
C 1.4738 0.5643 2.3124
N 1.9890 0.3688 1.0744
C 0.0636 1.0974 2.4095
O -0.5459 1.0602 3.4521
O -0.4102 1.5680 1.2901
H 5.0287 -0.6880 1.9992
H 4.0548 -0.3512 4.2700
H 1.6633 0.4917 4.4140
F 0.6132 1.0707 -5.0858
C 1.2366 1.9396 -4.2966
F 0.3289 2.7649 -3.7711
F 2.1040 2.6412 -5.0079
S 2.1438 1.0644 -2.9447
O 2.4492 2.0869 -1.9978
O 3.1601 0.2894 -3.5763
N 0.8996 0.1709 -2.3885
S 0.7752 -1.4257 -2.2144
O 1.4482 -1.9091 -1.0434
O -0.6222 -1.7385 -2.3545
C 1.6199 -2.2995 -3.6303
F 1.0079 -3.4708 -3.7583
F 2.8944 -2.5039 -3.3629
F 1.4797 -1.6143 -4.7557
N -3.2090 -0.1131 -4.4065
C -3.6427 1.0983 -3.9842
O -4.6723 1.6140 -4.3645
C -2.7818 1.8025 -2.9673
C -2.9576 3.1660 -2.7682
C -2.1897 3.8125 -1.8163
C -1.2680 3.0827 -1.0880
N -1.1016 1.7714 -1.2898
C -1.8430 1.1379 -2.2056
H -3.7498 -0.5697 -5.1221
H -2.2911 -0.4699 -4.2038
H -3.6986 3.6878 -3.3597
H -2.2922 4.8719 -1.6319
H -0.6522 3.5338 -0.3235
H -1.6757 0.0755 -2.2935
C 1.1375 -3.7863 4.1237
C -0.0947 -3.3104 4.5719
C -0.8754 -2.5485 3.7357
C -0.4006 -2.2378 2.4302
C 0.8930 -2.6619 2.0223
C 1.6276 -3.4702 2.8538
N -1.0839 -1.4823 1.5573
C -2.4193 -1.4445 1.5479
C -3.0187 -0.2676 1.0176
C -4.3841 -0.1443 1.0212
C -5.1730 -1.2073 1.4692
C -4.6078 -2.3978 1.9303
C -3.2424 -2.5253 1.9841
H 1.7427 -4.3887 4.7893
H -0.4198 -3.5182 5.5818
H -1.7854 -2.0841 4.0902
H 1.2244 -2.3954 1.0262
H 2.5894 -3.8476 2.5352
H -2.3624 0.5362 0.7116
H -4.8526 0.7637 0.6682
H -6.2512 -1.1177 1.4299
H -5.2453 -3.2230 2.2148
H -2.7809 -3.4671 2.2479

Please write out number 2 again, unchanged.
56
Properties=species:S:1:pos:R:3 method="wB97M-V/def2-TZVPD" charge=+1 orbital_gap_ev=7.72
Y 1.0167 0.1954 -0.1322
C 3.3809 -3.9855 -5.5987
C 2.9936 -3.3718 -4.2779
C 3.2365 -4.0231 -3.0734
C 2.8181 -3.4882 -1.8691
C 2.1570 -2.2641 -1.7865
N 1.6690 -1.7370 -0.5797
C 2.0658 -2.2222 0.6881
C 3.3997 -2.4499 1.0428
C 3.7408 -2.9061 2.2999
C 2.7807 -3.1164 3.2929
C 3.1708 -3.6182 4.6592
C 1.4644 -2.8228 2.9787
C 1.1144 -2.3957 1.7038
N -0.2800 -2.1330 1.4442
C -1.3388 -2.9432 1.5778
C -2.4681 -2.2270 1.2339
C -1.9918 -0.9634 0.8927
N -0.6652 -0.9030 1.0277
C 1.9468 -1.5957 -2.9978
C 2.3331 -2.1572 -4.2092
N 1.3149 -0.2767 -3.0998
C 1.5209 0.6164 -4.0798
C 0.6148 1.6475 -3.9436
C -0.1178 1.3108 -2.8140
N 0.3004 0.1500 -2.2897
H 4.3356 -4.5069 -5.5287
H 2.6378 -4.7132 -5.9298
H 3.4713 -3.2299 -6.3787
H 3.7433 -4.9818 -3.0743
H 2.9926 -4.0447 -0.9572
H 4.1699 -2.2898 0.2977
H 4.7846 -3.0902 2.5268
H 4.2381 -3.8272 4.7126
H 2.9389 -2.8877 5.4351
H 2.6418 -4.5403 4.9024
H 0.6866 -2.9160 3.7288
H -1.2049 -3.9649 1.8976
H -3.4857 -2.5761 1.2302
H -2.5433 -0.0961 0.5622
H 2.0956 -1.6411 -5.1315
H 2.3063 0.4605 -4.8003
H 0.5126 2.5164 -4.5714
H -0.9226 1.8523 -2.3394
F 1.6754 6.8412 -2.0081
C 2.0510 5.6228 -1.6477
C 3.3493 5.2023 -1.8609
F 4.2161 6.0316 -2.4228
C 3.7431 3.9265 -1.4925
F 5.0083 3.6004 -1.7391
C 2.8721 3.0368 -0.8851
Se 3.4390 1.2694 -0.4042
C 1.5978 3.5129 -0.6850
F 0.6538 2.6974 -0.0816
C 1.1515 4.7622 -1.0514
F -0.1081 5.1340 -0.8393